Molecular formula: C4H5N3
Method: DFT, the ωB97M-V functional and the def2-TZVPD basis

Atoms and positions in Å:
1 N -2.238229 1.470369 -1.032422
2 C -1.515438 0.593031 -0.823803
3 C -0.692410 -0.514068 -0.387828
4 C 0.763561 -0.568972 -0.817906
5 N 1.624504 0.164751 0.083510
6 C 0.966683 0.485537 1.126964
7 N -0.370844 0.253070 1.231213
8 H -1.182320 -1.454488 -0.784735
9 H 1.143225 -1.597817 -0.927696
10 H 0.732713 -0.142584 -1.824177
11 H 1.501201 0.955480 1.961679
12 H -0.732647 0.355689 2.195201

Force components x, y, z for each atom (eV/Å):
N 0.59 -0.72 -0.14
C -0.68 1.00 -0.31
C 0.13 0.78 1.53
C -0.07 0.17 -0.46
N 0.20 0.18 0.00
C 0.32 -0.21 -0.34
N 0.26 -1.17 -0.93
H 0.07 0.55 1.94
H -0.38 0.23 0.20
H 0.53 0.12 -0.08
H -0.41 -0.03 -0.17
H -0.57 -0.88 -1.23

Energy above the lowest of the compared OMol25 structures with the same formula, charge and spin = 3.323 eV
Maximum force = 0.0393 hartree/bohr
SMILES = N#C[C@H]1CN=CN1
Multiplicity = 1

Molecular formula: C31H34AsKN5O2S
Method: DFT, the ωB97M-V functional and the def2-TZVPD basis

Atoms and positions in Å:
1 K 0.308282 1.232742 0.111288
2 N 1.651871 1.255910 4.835064
3 C 1.035573 1.157499 3.643619
4 N 1.594237 0.968167 2.501685
5 C 2.968010 0.829730 2.460030
6 N 3.669426 0.635801 1.402820
7 N 2.890234 0.432944 0.240231
8 C 3.406728 1.017786 -0.766775
9 C 2.838568 0.835792 -2.122440
10 C 3.668179 1.104916 -3.207361
11 C 3.197075 0.856250 -4.487453
12 C 1.913337 0.357356 -4.632698
13 C 1.153402 0.146775 -3.487542
14 N 1.590333 0.381606 -2.262743
15 C 3.723200 0.955956 3.721382
16 C 5.119263 0.848815 3.771851
17 C 5.783268 0.949111 4.973107
18 C 5.074495 1.160723 6.157408
19 C 3.699036 1.269105 6.137514
20 C 3.037359 1.163499 4.914775
21 H 1.098988 1.432600 5.656676
22 H -0.043943 1.262911 3.672205
23 H 4.309216 1.624298 -0.686674
24 H 4.666581 1.487674 -3.051494
25 H 3.823252 1.042804 -5.348155
26 H 1.497977 0.137933 -5.604785
27 H 0.138217 -0.231479 -3.556591
28 H 5.657576 0.684242 2.850748
29 H 6.860451 0.862664 5.003472
30 H 5.603321 1.240106 7.096814
31 H 3.137796 1.432565 7.046822
32 O -1.243521 -0.580658 0.213935
33 S -1.446151 -1.451024 1.413494
34 C -2.904026 -2.503119 1.007913
35 C -3.641554 -1.897631 -0.147208
36 C -4.650354 -0.971070 0.070505
37 C -5.296810 -0.377418 -1.003775
38 C -4.933502 -0.707718 -2.298069
39 C -3.922273 -1.631845 -2.519546
40 C -3.274943 -2.222881 -1.450096
41 C -0.117384 -2.692615 1.356221
42 C 0.019636 -3.385248 0.044046
43 C -0.484890 -4.671982 -0.127524
44 C -0.420695 -5.292907 -1.364812
45 C 0.152616 -4.630016 -2.437627
46 C 0.672015 -3.355042 -2.265186
47 C 0.609046 -2.732221 -1.031132
48 H -3.517115 -2.554456 1.905517
49 H -2.556918 -3.505543 0.756786
50 H -4.943800 -0.718567 1.081749
51 H -6.097286 0.329456 -0.828576
52 H -5.449123 -0.255537 -3.135156
53 H -3.642586 -1.897807 -3.530024
54 H -2.476800 -2.934234 -1.622878
55 H -0.319901 -3.393696 2.170757
56 H 0.777245 -2.126006 1.625373
57 H -0.919524 -5.199296 0.713431
58 H -0.809945 -6.293919 -1.488652
59 H 0.208896 -5.111299 -3.404200
60 H 1.139179 -2.844657 -3.097039
61 H 1.020377 -1.739757 -0.905875
62 C -2.266967 2.001649 -2.066570
63 As -2.208991 3.440697 -0.787299
64 C -3.956304 3.474739 0.016272
65 C -1.914739 5.047986 -1.797389
66 O -1.025770 3.201749 0.348677
67 H -3.176515 2.082114 -2.660298
68 H -2.271325 1.041144 -1.551485
69 H -1.402155 2.070141 -2.728469
70 H -4.724138 3.577057 -0.748903
71 H -4.026948 4.300838 0.723629
72 H -4.089023 2.531876 0.545519
73 H -2.669875 5.145030 -2.576263
74 H -0.926980 4.974130 -2.252459
75 H -1.941516 5.922789 -1.150139

Force components x, y, z for each atom (eV/Å):
K 0.68 0.08 -0.21
N -0.27 -0.01 -0.27
C -0.31 0.14 0.35
N -0.13 -0.23 -0.28
C 0.93 0.11 0.62
N -0.96 -0.22 -0.73
N 0.99 0.49 0.37
C -0.34 -0.32 -0.20
C 0.44 0.13 -0.03
C -0.17 -0.03 -0.12
C -0.07 -0.02 0.09
C -0.01 0.00 0.06
C -0.16 -0.04 -0.33
N 0.14 0.06 0.35
C 0.28 -0.07 0.20
C -0.18 0.01 -0.01
C 0.05 0.01 0.10
C -0.10 0.01 -0.02
C 0.12 -0.02 -0.18
C 0.14 -0.01 0.00
H 0.04 0.00 0.05
H -0.05 0.02 0.05
H 0.03 -0.12 0.09
H 0.04 0.00 0.05
H 0.01 0.00 -0.04
H -0.01 0.00 -0.05
H -0.01 0.00 -0.06
H 0.00 -0.01 -0.03
H 0.01 0.00 -0.01
H 0.01 0.00 0.02
H -0.03 0.01 0.06
O -0.32 -0.34 0.04
S -0.17 -0.09 0.05
C 0.00 -0.23 -0.13
C 0.09 -0.08 0.08
C -0.06 0.05 -0.05
C -0.07 0.05 0.08
C -0.04 0.03 -0.12
C -0.01 0.01 -0.11
C 0.02 0.03 0.11
C 0.11 -0.17 0.29
C -0.12 -0.03 0.04
C 0.01 0.00 -0.03
C -0.02 -0.05 0.02
C 0.02 0.01 -0.09
C 0.03 0.00 -0.10
C 0.02 0.05 -0.04
H 0.02 0.06 0.06
H 0.02 0.07 0.03
H 0.00 0.00 0.06
H -0.01 0.01 0.01
H 0.00 0.00 -0.02
H 0.00 0.00 -0.03
H 0.04 -0.04 0.01
H -0.05 0.05 0.01
H -0.02 0.05 -0.06
H 0.00 -0.01 0.04
H -0.01 -0.03 0.00
H 0.00 -0.02 -0.03
H 0.02 0.01 -0.03
H 0.01 0.04 0.02
C -0.02 0.06 -0.14
As 0.08 -0.07 0.39
C -0.01 0.11 -0.03
C -0.06 0.03 -0.08
O -0.57 0.61 -0.22
H 0.00 0.00 -0.04
H 0.01 -0.03 0.10
H -0.01 -0.02 0.04
H -0.02 0.00 0.00
H 0.05 -0.04 -0.05
H 0.02 0.00 -0.02
H 0.00 0.02 -0.02
H -0.04 -0.01 0.02
H -0.02 -0.09 0.06

Energy above the lowest of the compared OMol25 structures with the same formula, charge and spin = 0.182 eV
Total charge = +1
Maximum force = 0.0239 hartree/bohr
Multiplicity = 1

Molecular formula: C4H11NO
Method: DFT, the ωB97M-V functional and the def2-TZVPD basis

Atoms and positions in Å:
1 C -1.784181 -0.785249 0.443426
2 C -0.333985 0.997457 -0.399529
3 C 0.910176 0.798081 0.477451
4 C 1.909323 -0.208482 -0.084593
5 H -2.466478 -0.028517 0.908774
6 H -2.407427 -1.620320 0.106911
7 H -1.107856 -1.142771 1.242307
8 H -1.619092 -0.153049 -1.483024
9 H -0.995640 1.747792 0.101195
10 H -0.038819 1.395336 -1.393955
11 H 0.609547 0.507702 1.490759
12 H 1.431299 1.770269 0.603887
13 H 2.239713 0.141433 -1.087901
14 H 2.778115 -0.259290 0.554983
15 H 0.515990 -1.398705 -0.627710
16 N -1.021287 -0.249226 -0.673675
17 O 1.380608 -1.512462 -0.179305

Force components x, y, z for each atom (eV/Å):
C -0.34 0.27 0.69
C 0.29 0.71 -0.14
C 0.17 0.46 0.13
C -0.31 0.30 -0.60
H 0.39 -0.35 -0.29
H 0.23 0.09 0.06
H -0.29 0.08 -0.46
H 0.01 0.06 0.05
H 0.24 -0.34 -0.35
H -0.04 0.00 0.62
H 0.01 -0.13 -0.12
H -0.32 -0.37 -0.17
H -0.03 -0.07 0.37
H 0.32 -0.01 0.17
H 0.27 -0.11 0.19
N -0.34 -0.46 -0.03
O -0.25 -0.12 -0.11

Energy above the lowest of the compared OMol25 structures with the same formula, charge and spin = 0.961 eV
Maximum force = 0.0159 hartree/bohr
SMILES = CNCCCO
Multiplicity = 1

Molecular formula: C27H59O12PS
Method: DFT, the ωB97M-V functional and the def2-TZVPD basis

Atoms and positions in Å:
1 O 5.081667 3.849275 -1.455687
2 C 3.957685 3.443025 -1.429207
3 C 3.222362 2.826239 -0.239386
4 C 2.356746 1.794606 -1.019194
5 P 3.178196 0.233930 -1.571776
6 S 5.036721 0.112250 -1.018931
7 C 1.815708 2.759073 -2.088445
8 O 0.973519 3.804605 -1.646816
9 C -0.210115 3.919383 -2.361097
10 O -0.349078 4.861048 -3.108057
11 C -1.326467 2.938958 -2.193180
12 C -2.563705 3.141996 -2.764231
13 C -3.527392 2.196341 -2.570061
14 C -3.326528 1.047061 -1.846740
15 C -2.097038 0.849655 -1.253735
16 C -1.133564 1.804333 -1.437856
17 O 3.041555 3.445630 -2.452097
18 H 3.790209 2.332328 0.548065
19 H 2.479967 3.441173 0.274142
20 H 1.661900 1.440335 -0.247183
21 H 2.473910 -0.806208 -0.919405
22 H 2.975627 -0.008347 -2.950816
23 H 1.514073 2.330741 -3.048106
24 H -2.761596 4.033151 -3.345736
25 H -4.501475 2.355638 -3.022909
26 H -4.073854 0.288111 -1.713704
27 H -1.858428 -0.015373 -0.648179
28 H -0.174575 1.657075 -0.958936
29 C 6.305459 1.330184 3.436371
30 C 6.120975 -0.165260 3.623173
31 O 5.166642 -0.679811 2.702814
32 H 5.355873 1.850047 3.572869
33 H 7.030280 1.729283 4.148600
34 H 6.652307 1.552304 2.424336
35 H 5.755439 -0.382766 4.626598
36 H 7.072037 -0.690552 3.480802
37 H 5.493048 -0.497566 1.813120
38 C 9.109822 -2.711762 -2.417151
39 C 8.519159 -2.105590 -1.158464
40 O 7.112497 -2.354420 -1.089224
41 H 8.622877 -2.300055 -3.302631
42 H 10.181217 -2.516209 -2.480565
43 H 8.950957 -3.793807 -2.435740
44 H 8.659906 -1.024558 -1.152879
45 H 8.997605 -2.520175 -0.273233
46 H 6.985674 -3.307355 -1.084531
47 C 0.686578 5.250804 -7.367208
48 C 0.505011 3.746354 -7.291094
49 O 0.876101 3.253066 -6.007246
50 H 1.723469 5.519173 -7.162736
51 H 0.412622 5.629360 -8.353694
52 H 0.070171 5.752009 -6.617249
53 H 1.136123 3.247110 -8.025157
54 H -0.537292 3.473493 -7.489642
55 H 0.312238 3.684409 -5.356626
56 C -6.953928 1.341754 1.438888
57 C -5.804878 1.504620 0.469076
58 O -5.483119 0.245872 -0.140773
59 H -6.694345 0.617000 2.209979
60 H -7.204074 2.289885 1.916424
61 H -7.841434 0.967018 0.926643
62 H -4.911079 1.857026 0.982757
63 H -6.055518 2.224912 -0.317287
64 H -6.270513 -0.059935 -0.604023
65 C -11.685006 0.607809 -0.211755
66 C -10.863143 1.307935 0.854560
67 O -9.652942 1.831970 0.308315
68 H -11.112263 -0.204094 -0.661818
69 H -12.604892 0.198204 0.208080
70 H -11.947118 1.301178 -1.014652
71 H -10.585869 0.609280 1.643084
72 H -11.433634 2.127092 1.303317
73 H -9.892743 2.459175 -0.381103
74 C -3.708883 -2.018144 2.841074
75 C -5.114566 -2.357251 3.302723
76 O -6.030767 -1.329795 2.918121
77 H -3.387518 -1.066473 3.267381
78 H -3.001528 -2.794270 3.138557
79 H -3.675040 -1.911424 1.753475
80 H -5.148735 -2.440966 4.381551
81 H -5.445439 -3.306795 2.873883
82 H -6.005427 -1.262762 1.956392
83 C -7.871148 -5.399371 5.179571
84 C -6.420363 -5.637910 5.555653
85 O -5.654630 -4.442794 5.419422
86 H -7.943709 -5.038661 4.152781
87 H -8.456248 -6.315780 5.272885
88 H -8.315792 -4.635145 5.821517
89 H -5.973479 -6.384856 4.901049
90 H -6.343796 -5.994328 6.588229
91 H -6.039738 -3.783582 6.005146
92 C 12.910597 -4.338679 1.400167
93 C 11.625006 -3.537996 1.492538
94 O 10.846455 -3.679441 0.305421
95 H 13.499976 -4.013958 0.541955
96 H 13.511108 -4.222060 2.303697
97 H 12.694807 -5.400742 1.259987
98 H 11.843039 -2.477716 1.611488
99 H 11.028059 -3.865862 2.349900
100 H 10.641429 -4.613680 0.201379

Force components x, y, z for each atom (eV/Å):
O -0.98 -0.06 -0.75
C -0.10 0.42 1.73
C 0.03 -1.65 -0.30
C -1.27 0.44 1.30
P 1.43 -0.26 0.73
S -0.07 0.09 -0.26
C 1.92 0.57 -0.68
O -1.01 -1.32 0.05
C -0.84 1.39 -1.21
O 0.36 -0.60 0.62
C 1.17 0.02 0.57
C 0.28 0.78 -0.36
C -1.61 0.01 -0.68
C 0.50 -0.77 0.24
C -0.01 -0.19 0.10
C 1.22 -0.18 0.64
O 0.75 -0.12 -0.52
H 0.59 0.24 -0.42
H 0.32 0.55 -0.39
H -0.47 0.04 -0.62
H -0.48 0.39 -0.42
H -0.39 0.33 0.21
H -0.50 -0.10 0.31
H 0.05 -0.03 0.01
H 0.05 0.00 0.01
H -0.25 0.18 -0.15
H -0.23 -0.07 -0.06
H -0.10 0.05 -0.01
C 0.00 0.03 0.03
C 0.03 0.12 -0.39
O -0.06 -0.02 0.17
H 0.00 -0.03 0.07
H 0.00 0.02 -0.03
H 0.08 -0.02 0.03
H -0.06 -0.08 -0.05
H 0.06 0.05 0.16
H -0.13 -0.07 -0.10
C 0.03 0.09 -0.07
C -0.20 -0.36 -0.06
O 0.03 0.23 0.00
H 0.01 0.05 0.02
H 0.00 -0.06 0.01
H 0.09 -0.01 0.06
H -0.18 0.01 -0.01
H 0.15 0.11 -0.03
H 0.00 -0.01 0.03
C 0.04 0.03 -0.02
C -0.16 0.24 0.27
O 0.08 -0.24 0.00
H 0.01 -0.04 -0.05
H -0.02 0.02 0.02
H -0.06 -0.01 -0.05
H 0.02 -0.09 0.10
H 0.02 0.01 -0.16
H 0.03 0.12 0.03
C 0.07 -0.27 0.15
C -0.36 -0.07 -0.03
O -0.11 -0.20 0.29
H 0.09 0.26 0.08
H -0.08 0.00 -0.05
H 0.17 0.21 0.03
H 0.12 -0.14 -0.12
H 0.07 0.08 0.05
H -0.06 0.04 0.07
C 0.04 -0.05 -0.01
C -0.12 0.18 -0.33
O -0.27 0.00 -0.05
H -0.01 -0.03 0.07
H -0.01 0.02 -0.03
H -0.08 0.03 0.06
H 0.13 0.07 0.00
H -0.06 -0.10 0.11
H 0.00 0.01 0.00
C 0.04 0.01 -0.01
C 0.12 0.31 -0.57
O -0.02 -0.19 0.18
H -0.01 -0.03 0.06
H 0.00 0.01 -0.02
H 0.00 -0.07 0.00
H -0.11 0.07 0.00
H 0.08 -0.10 0.17
H 0.09 0.06 0.00
C 0.00 -0.01 -0.07
C -0.19 0.29 0.21
O 0.07 -0.31 0.01
H 0.03 -0.05 -0.01
H -0.02 0.03 0.02
H -0.02 -0.07 0.06
H 0.11 0.08 0.00
H -0.03 -0.16 -0.05
H -0.01 0.01 0.01
C 0.04 0.04 -0.04
C -0.02 -0.39 -0.08
O 0.15 0.12 0.08
H 0.00 0.06 0.04
H 0.00 -0.04 -0.01
H -0.01 -0.01 0.10
H -0.11 0.02 -0.09
H 0.09 0.10 0.10
H 0.01 -0.01 -0.03

Maximum force = 0.0412 hartree/bohr
SMILES = O=C1C[C@H]([PH2]=S)[C@@H](OC(=O)c2ccccc2)O1.CCO.CCO.CCO.CCO.CCO.CCO.CCO.CCO
Multiplicity = 1

E for the records above, in order: -8696.48924, -132238.91595, -7863.59254, -73646.79910 eV